No. 1
{
  "formula": "C37H72N2O7",
  "method": "ωB97M-V with the def2-TZVPD basis set",
  "symbols": ["C", "C", "O", "C", "C", "C", "C", "C", "C", "C", "C", "C", "C", "C", "C", "C", "O", "C", "O", "C", "O", "C", "C", "O", "H", "H", "H", "H", "H", "H", "H", "H", "H", "H", "H", "H", "H", "H", "H", "H", "H", "H", "H", "H", "H", "H", "H", "H", "H", "H", "H", "H", "H", "H", "H", "H", "H", "H", "H", "H", "C", "C", "C", "C", "C", "C", "N", "O", "C", "C", "C", "H", "H", "H", "H", "H", "H", "H", "H", "H", "H", "H", "H", "H", "H", "H", "H", "H", "H", "C", "C", "C", "C", "C", "C", "N", "O", "C", "C", "C", "H", "H", "H", "H", "H", "H", "H", "H", "H", "H", "H", "H", "H", "H", "H", "H", "H", "H"],
  "positions_angstrom": [[4.067, -3.028, -3.034], [5.192, -2.772, -1.952], [5.017, -1.589, -1.149], [4.895, -0.393, -1.934], [3.436, 0.221, -1.763], [2.810, -0.013, -0.343], [1.505, 0.928, -0.384], [1.040, 1.420, 1.039], [-0.455, 1.984, 1.079], [-1.011, 2.457, -0.313], [-2.554, 2.888, -0.203], [-3.397, 2.001, -1.214], [-3.352, 0.454, -0.822], [-4.133, -0.336, -1.947], [-3.649, -1.816, -2.168], [-3.438, -2.651, -0.850], [-4.598, -2.544, -0.014], [-4.319, -2.101, 1.318], [3.618, 0.208, 0.820], [3.789, -0.924, 1.631], [4.423, -0.960, 2.660], [3.023, -2.190, 1.045], [2.146, -1.427, -0.043], [1.658, -2.181, -1.161], [3.539, -3.991, -2.767], [4.565, -3.226, -4.021], [3.272, -2.245, -3.074], [6.238, -2.764, -2.365], [5.152, -3.641, -1.229], [5.600, 0.372, -1.491], [5.200, -0.523, -3.006], [2.737, -0.073, -2.595], [3.567, 1.341, -1.872], [1.635, 1.823, -1.049], [0.692, 0.294, -0.848], [1.151, 0.573, 1.772], [1.734, 2.233, 1.404], [-1.111, 1.227, 1.591], [-0.438, 2.897, 1.746], [-0.375, 3.331, -0.657], [-0.973, 1.678, -1.119], [-2.591, 3.945, -0.594], [-2.944, 2.811, 0.844], [-4.479, 2.301, -1.190], [-2.968, 2.106, -2.255], [-2.288, 0.091, -0.835], [-3.777, 0.325, 0.206], [-3.960, 0.213, -2.919], [-5.232, -0.265, -1.735], [-2.721, -1.907, -2.799], [-4.463, -2.336, -2.761], [-3.324, -3.740, -1.148], [-2.470, -2.361, -0.360], [-3.314, -1.626, 1.465], [-4.479, -2.918, 2.082], [-5.082, -1.298, 1.559], [2.293, -2.638, 1.765], [3.711, -2.966, 0.606], [1.204, -1.223, 0.550], [0.822, -2.632, -0.931], [-0.537, -8.256, 3.606], [-0.235, -7.130, 2.591], [-0.543, -5.763, 3.228], [-2.036, -5.472, 3.341], [-2.721, -5.638, 1.988], [-2.450, -7.001, 1.330], [-0.999, -7.359, 1.328], [-0.407, -6.660, 0.359], [-3.268, -8.098, 2.050], [-3.046, -6.979, -0.094], [1.289, -7.234, 2.375], [-0.485, -9.238, 3.130], [0.195, -8.252, 4.418], [-1.505, -8.161, 4.094], [-0.079, -4.966, 2.634], [-0.088, -5.705, 4.221], [-2.499, -6.122, 4.090], [-2.180, -4.448, 3.699], [-3.799, -5.491, 2.113], [-2.379, -4.833, 1.327], [-2.950, -9.095, 1.736], [-4.331, -8.009, 1.812], [-3.213, -8.044, 3.136], [-2.642, -6.170, -0.706], [-4.126, -6.825, -0.055], [-2.864, -7.925, -0.611], [1.557, -8.185, 1.907], [1.816, -7.175, 3.330], [1.681, -6.424, 1.757], [0.024, 9.046, -2.362], [-0.155, 7.856, -1.391], [-0.367, 8.382, 0.039], [0.909, 8.915, 0.682], [2.020, 7.872, 0.618], [2.273, 7.336, -0.802], [1.013, 6.929, -1.496], [0.640, 5.748, -1.006], [3.017, 8.404, -1.636], [3.284, 6.173, -0.710], [-1.466, 7.194, -1.865], [0.338, 8.703, -3.351], [-0.918, 9.585, -2.491], [0.735, 9.793, -2.015], [-0.765, 7.581, 0.672], [-1.126, 9.171, 0.036], [1.224, 9.844, 0.198], [0.710, 9.170, 1.727], [2.942, 8.303, 1.022], [1.755, 7.044, 1.285], [3.037, 8.133, -2.694], [4.055, 8.498, -1.308], [2.597, 9.404, -1.543], [2.943, 5.372, -0.051], [4.234, 6.525, -0.301], [3.485, 5.747, -1.696], [-1.360, 6.787, -2.875], [-2.278, 7.924, -1.886], [-1.792, 6.389, -1.203]],
  "multiplicity": 3,
  "energy_ha": -2088.9405,
  "orbital_gap_ev": [9.28, 9.40],
  "e_lumo_ev": [0.373, -0.085]
}

No. 2
{
  "formula": "C37H73BBrInNO10",
  "method": "ωB97M-V with the def2-TZVPD basis set",
  "symbols": ["C", "C", "B", "O", "In", "C", "C", "C", "Br", "C", "C", "C", "C", "C", "C", "C", "C", "O", "C", "C", "O", "C", "C", "C", "N", "C", "C", "C", "C", "C", "C", "C", "O", "H", "H", "H", "H", "H", "H", "H", "H", "H", "H", "H", "H", "H", "H", "H", "H", "H", "H", "H", "H", "H", "H", "H", "H", "H", "H", "H", "H", "H", "H", "H", "H", "H", "H", "H", "H", "H", "H", "H", "H", "H", "H", "H", "H", "H", "C", "O", "C", "C", "O", "C", "C", "O", "C", "H", "H", "H", "H", "H", "H", "H", "H", "H", "H", "H", "H", "H", "H", "C", "O", "C", "C", "O", "C", "C", "O", "C", "H", "H", "H", "H", "H", "H", "H", "H", "H", "H", "H", "H", "H", "H"],
  "positions_angstrom": [[1.495, -1.469, 0.609], [2.789, -0.577, 0.386], [3.285, -0.648, -1.167], [3.862, -1.886, -1.588], [3.042, 1.234, -2.450], [4.654, 2.689, -1.708], [4.459, 2.767, -0.133], [5.325, 3.980, 0.396], [7.235, 3.558, 0.081], [1.071, 2.218, -1.967], [-0.142, 1.781, -2.880], [-1.189, 2.997, -2.903], [-2.484, 2.690, -2.024], [-3.323, 1.503, -2.645], [-3.975, 0.521, -1.605], [-3.035, 0.085, -0.424], [-3.564, -1.143, 0.393], [-3.324, -2.330, -0.441], [-2.621, -3.272, 0.297], [-1.231, -3.715, -0.267], [-3.040, -3.746, 1.324], [3.444, 0.927, -4.645], [3.959, -0.564, -4.905], [4.721, -0.726, -6.285], [5.856, -1.683, -6.222], [5.554, -2.983, -6.846], [5.010, -3.931, -5.707], [3.577, -3.906, -5.462], [2.924, -4.682, -4.425], [3.774, -5.532, -3.588], [5.198, -5.593, -3.856], [5.850, -4.806, -4.908], [7.219, -4.855, -5.170], [0.591, -0.815, 0.458], [1.501, -2.262, -0.193], [1.434, -1.939, 1.624], [3.600, -0.936, 1.097], [2.568, 0.482, 0.707], [4.621, -2.041, -0.988], [4.405, 3.664, -2.199], [5.633, 2.256, -2.019], [4.746, 1.774, 0.294], [3.361, 2.935, 0.038], [5.004, 4.881, -0.194], [5.105, 4.166, 1.479], [0.812, 1.912, -0.907], [1.233, 3.327, -2.006], [-0.696, 0.930, -2.401], [0.124, 1.586, -3.948], [-1.533, 3.250, -3.949], [-0.765, 3.944, -2.482], [-2.246, 2.590, -0.938], [-3.115, 3.625, -2.116], [-4.178, 1.979, -3.209], [-2.708, 0.987, -3.428], [-4.224, -0.425, -2.175], [-4.965, 0.874, -1.199], [-1.973, -0.053, -0.755], [-3.012, 0.953, 0.302], [-3.010, -1.224, 1.369], [-4.666, -1.052, 0.577], [-0.520, -3.702, 0.601], [-1.337, -4.750, -0.676], [-0.900, -2.991, -1.058], [4.193, 1.676, -5.041], [2.492, 1.039, -5.230], [3.018, -1.187, -4.921], [4.613, -0.932, -4.071], [3.959, -1.009, -7.066], [5.104, 0.291, -6.588], [6.698, -1.274, -6.628], [4.789, -2.919, -7.668], [6.463, -3.471, -7.300], [2.940, -3.231, -6.088], [1.826, -4.578, -4.284], [3.278, -6.105, -2.769], [5.828, -6.265, -3.227], [7.457, -5.694, -5.599], [-10.149, -4.087, 4.021], [-8.877, -4.115, 4.635], [-8.609, -5.342, 5.298], [-7.158, -5.766, 5.106], [-6.846, -6.231, 3.799], [-6.818, -5.261, 2.751], [-5.668, -4.268, 2.839], [-5.894, -3.319, 3.876], [-4.707, -2.951, 4.551], [-10.937, -4.009, 4.777], [-10.190, -3.212, 3.371], [-10.307, -4.976, 3.401], [-9.268, -6.142, 4.944], [-8.795, -5.184, 6.369], [-6.980, -6.620, 5.766], [-6.466, -4.986, 5.425], [-7.780, -4.757, 2.658], [-6.682, -5.838, 1.832], [-5.599, -3.713, 1.899], [-4.733, -4.812, 2.996], [-4.146, -3.835, 4.870], [-4.988, -2.389, 5.443], [-4.084, -2.321, 3.908], [2.050, 3.471, 3.312], [2.153, 4.876, 3.176], [1.306, 5.396, 2.161], [0.690, 6.721, 2.586], [-0.320, 6.612, 3.585], [0.101, 6.257, 4.899], [0.909, 7.330, 5.615], [2.226, 7.414, 5.089], [2.720, 8.737, 5.048], [2.526, 2.971, 2.463], [2.561, 3.181, 4.231], [1.003, 3.160, 3.396], [0.508, 4.692, 1.905], [1.924, 5.560, 1.269], [0.186, 7.142, 1.711], [1.454, 7.445, 2.872], [0.616, 5.296, 4.900], [-0.824, 6.111, 5.465], [0.999, 7.063, 6.676], [0.387, 8.289, 5.535], [2.004, 9.410, 4.565], [3.635, 8.737, 4.455], [2.945, 9.091, 6.061]],
  "charge": -1,
  "energy_ha": -5049.5127,
  "orbital_gap_ev": 6.23,
  "e_lumo_ev": 2.169
}

No. 3
{
  "formula": "C37H74O21S3",
  "method": "ωB97M-V with the def2-TZVPD basis set",
  "symbols": ["C", "C", "C", "S", "O", "O", "C", "H", "H", "H", "H", "H", "H", "H", "H", "C", "C", "C", "S", "O", "O", "C", "H", "H", "H", "H", "H", "H", "H", "H", "C", "C", "C", "S", "O", "O", "C", "H", "H", "H", "H", "H", "H", "H", "H", "O", "C", "O", "C", "C", "C", "H", "H", "H", "H", "H", "H", "O", "C", "O", "C", "C", "C", "H", "H", "H", "H", "H", "H", "O", "C", "O", "C", "C", "C", "H", "H", "H", "H", "H", "H", "O", "C", "O", "C", "C", "C", "H", "H", "H", "H", "H", "H", "O", "C", "O", "C", "C", "C", "H", "H", "H", "H", "H", "H", "C", "O", "H", "H", "H", "H", "C", "O", "H", "H", "H", "H", "C", "O", "H", "H", "H", "H", "C", "O", "H", "H", "H", "H", "C", "O", "H", "H", "H", "H"],
  "positions_angstrom": [[-2.127, -3.298, 2.062], [-0.940, -2.465, 1.799], [-0.429, -2.135, 3.252], [-1.947, -1.747, 4.207], [-2.042, -0.312, 4.409], [-2.109, -2.613, 5.336], [-3.016, -2.430, 2.935], [-1.944, -4.266, 2.499], [-2.729, -3.490, 1.127], [-1.253, -1.512, 1.331], [-0.199, -2.919, 1.255], [0.114, -1.189, 3.235], [0.087, -2.932, 3.825], [-3.478, -1.688, 2.253], [-3.654, -2.958, 3.588], [3.040, -1.390, -0.407], [3.681, -2.664, 0.143], [4.381, -3.424, -0.985], [4.106, -2.562, -2.459], [2.889, -3.010, -3.023], [5.305, -2.514, -3.280], [3.795, -1.014, -1.666], [3.010, -0.464, 0.215], [1.962, -1.489, -0.685], [2.980, -3.263, 0.725], [4.389, -2.334, 0.865], [3.896, -4.440, -1.083], [5.472, -3.481, -0.936], [3.313, -0.277, -2.272], [4.798, -0.710, -1.459], [-5.380, 1.876, 3.303], [-3.975, 2.190, 3.910], [-2.864, 1.964, 2.886], [-3.613, 1.871, 1.283], [-3.513, 0.512, 0.778], [-3.153, 2.961, 0.420], [-5.355, 2.136, 1.788], [-6.108, 2.549, 3.768], [-5.679, 0.851, 3.580], [-3.796, 1.596, 4.820], [-4.006, 3.156, 4.265], [-2.489, 0.924, 3.023], [-2.036, 2.631, 2.782], [-5.950, 1.455, 1.216], [-5.653, 3.198, 1.552], [-0.547, -2.944, -2.153], [-0.116, -2.506, -3.222], [0.459, -1.279, -3.365], [0.933, -1.154, -4.741], [0.050, -2.100, -5.583], [-0.173, -3.181, -4.595], [2.020, -1.408, -4.764], [0.754, -0.123, -5.053], [0.651, -2.365, -6.407], [-0.781, -1.547, -5.943], [0.722, -3.821, -4.594], [-1.017, -3.853, -4.646], [-0.851, 6.146, 4.589], [-0.306, 6.221, 3.478], [0.868, 6.814, 3.256], [1.268, 6.639, 1.819], [0.109, 6.003, 1.090], [-0.812, 5.608, 2.203], [2.162, 5.993, 1.756], [1.511, 7.643, 1.375], [0.500, 5.168, 0.527], [-0.478, 6.611, 0.345], [-0.930, 4.526, 2.428], [-1.787, 6.037, 2.014], [1.326, -4.870, 4.177], [2.482, -5.279, 4.099], [3.484, -4.487, 3.812], [4.625, -5.291, 3.449], [4.415, -6.697, 4.100], [2.909, -6.697, 4.088], [5.487, -4.843, 3.931], [4.636, -5.418, 2.354], [4.820, -6.653, 5.139], [4.824, -7.539, 3.525], [2.451, -7.380, 4.842], [2.670, -7.057, 3.107], [1.517, 2.473, -2.998], [0.931, 2.191, -1.964], [1.385, 2.425, -0.699], [0.275, 2.026, 0.285], [-0.530, 0.996, -0.420], [-0.433, 1.569, -1.862], [-0.298, 2.958, 0.466], [0.724, 1.694, 1.226], [-1.609, 0.942, -0.176], [-0.021, 0.077, -0.354], [-1.176, 2.289, -2.061], [-0.540, 0.803, -2.679], [-1.676, 5.757, -1.506], [-0.837, 5.675, -2.321], [0.460, 5.761, -1.979], [1.335, 5.625, -3.122], [0.426, 5.046, -4.273], [-0.967, 5.555, -3.818], [2.191, 4.998, -2.941], [1.629, 6.582, -3.620], [0.510, 3.996, -4.401], [0.821, 5.426, -5.215], [-1.809, 5.025, -4.190], [-1.096, 6.539, -4.182], [4.325, 1.451, -5.614], [3.292, 1.206, -4.764], [4.478, 0.564, -6.272], [4.123, 2.284, -6.307], [5.165, 1.636, -4.948], [3.157, 1.940, -4.182], [-0.118, -5.864, 0.074], [0.528, -4.606, -0.099], [-0.833, -6.146, -0.759], [0.663, -6.662, 0.176], [-0.728, -5.736, 0.996], [0.146, -4.167, -0.865], [-0.182, 2.863, 6.325], [-0.959, 2.348, 5.307], [0.025, 3.895, 6.044], [-0.709, 2.915, 7.230], [0.804, 2.326, 6.579], [-1.053, 1.376, 5.286], [-3.224, 0.402, -4.124], [-2.232, -0.545, -3.832], [-3.640, 0.765, -3.158], [-2.865, 1.232, -4.712], [-4.032, -0.039, -4.725], [-2.587, -1.372, -3.440], [-3.696, -2.185, -1.464], [-3.177, -2.795, -2.718], [-2.903, -1.735, -0.833], [-4.386, -1.393, -1.737], [-4.297, -2.869, -0.843], [-2.410, -3.309, -2.431]],
  "energy_ha": -4228.6972,
  "orbital_gap_ev": 9.89,
  "e_lumo_ev": 0.263
}